{
  "formula": "C33H12BF17",
  "method": "wB97M-V/def2-TZVPD",
  "species": ["F", "C", "C", "C", "C", "C", "C", "C", "C", "C", "C", "C", "F", "C", "C", "C", "C", "H", "H", "H", "H", "H", "H", "H", "H", "H", "H", "H", "F", "C", "C", "F", "C", "F", "C", "B", "C", "C", "F", "C", "F", "C", "F", "C", "F", "C", "F", "C", "C", "F", "C", "F", "C", "F", "C", "F", "C", "F", "H", "C", "F", "C", "F"],
  "coordinates": [[-2.9106, 1.5623, -6.1628], [-2.9330, 1.4579, -4.7943], [-4.1453, 1.1575, -4.1765], [-4.1636, 1.1540, -2.7725], [-2.9976, 1.3334, -2.0442], [-1.7363, 1.5248, -2.6775], [-0.4954, 1.5672, -1.9393], [0.6953, 2.0102, -2.5391], [1.8581, 2.4415, -1.9093], [3.1036, 2.7894, -2.5469], [3.2896, 2.8662, -3.9534], [4.5653, 3.1199, -4.4547], [4.7504, 3.1574, -5.8169], [5.6799, 3.3300, -3.6446], [5.4869, 3.3004, -2.2562], [4.2298, 3.0582, -1.7215], [-1.7613, 1.6907, -4.0942], [-5.0392, 0.9773, -4.7688], [-5.1119, 1.0043, -2.2609], [-3.0327, 1.3339, -0.9542], [-0.5084, 1.2712, -0.8926], [0.7332, 2.0304, -3.6251], [1.8476, 2.5101, -0.8179], [2.4574, 2.7308, -4.6424], [6.6626, 3.5111, -4.0833], [6.3342, 3.4666, -1.5956], [4.0843, 3.0573, -0.6405], [-0.8646, 1.9703, -4.6431], [-0.5282, -6.4479, -0.7674], [-0.5604, -5.2247, -0.2094], [-1.6414, -4.8381, 0.5672], [-2.6469, -5.7023, 0.7933], [-1.6818, -3.5580, 1.1281], [-2.7806, -3.3045, 1.8919], [-0.6453, -2.6346, 0.9809], [-0.6172, -1.1795, 1.6922], [-1.8742, -0.8395, 2.6501], [-2.8638, 0.0973, 2.3777], [-2.8113, 0.8455, 1.2401], [-3.9364, 0.3404, 3.2429], [-4.8574, 1.2691, 2.9390], [-4.0433, -0.3559, 4.4368], [-5.0645, -0.1315, 5.2812], [-3.0582, -1.2778, 4.7664], [-3.1201, -1.9605, 5.9251], [-1.9968, -1.4799, 3.8838], [-1.0594, -2.3740, 4.2957], [0.7015, -0.9663, 2.5960], [1.1001, 0.3080, 2.9999], [0.3250, 1.3867, 2.7077], [2.2355, 0.5331, 3.7827], [2.6001, 1.7831, 4.1086], [2.9758, -0.5403, 4.2516], [4.0669, -0.3482, 5.0124], [2.5714, -1.8311, 3.9360], [3.2295, -2.8934, 4.4352], [1.4508, -2.0194, 3.1206], [1.0782, -3.3189, 2.9666], [-0.5755, -0.3758, 0.7485], [0.4261, -3.0656, 0.1877], [1.5277, -2.2835, 0.0531], [0.4739, -4.3207, -0.4145], [1.5218, -4.6757, -1.1794]],
  "mulliken_charge": [-0.3030, 0.1886, -0.4656, -0.6021, -0.3582, 0.7682, 0.3910, -0.6208, -0.3901, 1.0453, -0.6579, 0.3283, -0.2959, -0.5187, -0.4583, -0.6700, -0.6979, 0.4498, 0.4356, 0.5074, 0.1213, 0.0517, 0.4511, 0.4743, 0.4376, 0.3922, 0.4167, 0.4653, -0.3140, 0.5464, 0.0894, -0.3158, -0.1291, -0.3227, 0.5357, 1.1462, 0.5128, -0.1499, -0.1922, -0.0850, -0.3249, 0.6024, -0.3166, 0.2159, -0.3145, 0.1848, -0.4011, 0.7796, -0.6869, -0.4006, 0.1497, -0.3277, 0.5370, -0.3155, 0.2434, -0.3067, 0.1469, -0.3963, -0.7853, -0.0198, -0.3885, 0.2402, -0.3237],
  "homo_lumo_gap_ev": 4.11,
  "e_tot_ev": -81284.192,
  "lumo_energy_ev": -4.19,
  "homo_energy_ev": -8.3
}


{
  "formula": "C3H6N2S",
  "method": "wB97M-V/def2-TZVPD",
  "species": ["C", "C", "C", "H", "H", "H", "H", "H", "H", "N", "N", "S"],
  "coordinates": [[-0.3711, -0.0270, -0.3132], [0.7295, -1.0971, 0.2023], [0.6238, 1.1411, -0.0505], [-2.5523, 1.5333, 1.0955], [-0.3121, -0.2148, -1.4431], [0.7325, -1.3161, 1.3413], [0.8000, -2.0145, -0.2393], [2.7215, -0.8197, 0.3585], [0.6058, 2.3246, 0.0042], [1.9595, -0.5004, -0.1522], [1.8003, 0.8319, 0.1172], [-2.1379, -0.1197, 0.0060]],
  "mulliken_charge": [0.0601, -0.5623, -0.1502, 0.1125, 0.2090, 0.2507, 0.3438, 0.2685, 0.3233, -0.1839, -0.4729, -0.1987],
  "homo_lumo_gap_ev": 7.74,
  "e_tot_ev": -17018.643,
  "e_above_lowest_kcal_mol": 124.5,
  "lumo_energy_ev": -1.21,
  "homo_energy_ev": -8.9
}


{
  "formula": "C17H8F7IrN3O2S",
  "method": "wB97M-V/def2-TZVPD",
  "species": ["Ir", "F", "C", "C", "F", "C", "F", "C", "S", "C", "F", "C", "F", "N", "N", "C", "O", "O", "H", "H", "H", "F", "C", "F", "H", "N", "C", "C", "C", "C", "C", "C", "C", "C", "C", "H", "H", "H", "H"],
  "coordinates": [[1.4779, 0.7050, 0.3335], [0.9216, -2.8785, 6.6612], [0.9731, -2.6404, 5.3389], [1.0448, -1.3363, 4.8583], [1.0274, -0.3099, 5.7232], [1.1267, -1.1082, 3.4969], [1.1571, 0.1658, 3.0602], [1.1674, -2.1468, 2.5510], [1.4254, -1.8880, 0.8741], [1.0288, -3.4501, 3.0701], [0.9854, -4.4963, 2.2329], [0.9411, -3.6946, 4.4284], [0.8275, -4.9556, 4.8762], [-0.0770, 2.5424, 1.5130], [0.7994, 3.5703, 1.9065], [2.1949, 3.3126, 1.9846], [2.8779, 4.1522, 2.5427], [2.5924, 2.2481, 1.4310], [-0.7844, 2.8991, 0.8737], [-0.5270, 2.0735, 2.2993], [0.4606, 4.2563, 2.5765], [4.3519, 0.0945, -0.5830], [3.1501, 0.3440, -1.1871], [2.9206, -0.7473, -1.9965], [3.3106, 1.1938, -1.8697], [-4.9369, -0.2965, -7.1690], [-4.2367, -0.1757, -6.2640], [-3.3794, -0.0178, -5.1624], [-2.4408, -1.0124, -4.8484], [-1.5947, -0.8469, -3.7799], [-1.6615, 0.3164, -2.9951], [-2.5970, 1.3117, -3.3215], [-3.4513, 1.1461, -4.3829], [-0.8287, 0.4725, -1.8785], [-0.1673, 0.5932, -0.8530], [-2.3983, -1.9059, -5.4568], [-0.8605, -1.5990, -3.5354], [-2.6328, 2.2098, -2.7234], [-4.1887, 1.8993, -4.6255]],
  "mulliken_charge": [1.2069, -0.3102, 0.5786, -0.3316, -0.3068, 0.0245, -0.1306, 0.5111, -0.5259, 0.2855, -0.3175, 0.1620, -0.3018, -0.4590, -0.1967, 0.6124, -0.7231, -0.7445, 0.2507, 0.2103, 0.2288, -0.2508, 0.0922, -0.2536, 0.2202, -0.5588, 0.1287, 0.5598, -0.5152, -0.5980, 0.3912, -0.5644, -0.5555, 1.1071, -1.7011, 0.4264, 0.4909, 0.4350, 0.4228],
  "homo_lumo_gap_ev": [6.91, 6.91],
  "e_tot_ev": -59018.404,
  "e_above_lowest_kcal_mol": 74.3,
  "lumo_energy_ev": [1.62, 1.62],
  "homo_energy_ev": [-5.3, -5.3],
  "charge": -1
}


{
  "formula": "C24H23O5S2",
  "method": "wB97M-V/def2-TZVPD",
  "species": ["C", "C", "C", "C", "C", "C", "C", "C", "O", "C", "C", "H", "H", "H", "H", "H", "H", "H", "H", "H", "H", "H", "H", "H", "C", "C", "C", "C", "C", "C", "S", "O", "O", "C", "C", "C", "C", "C", "C", "C", "C", "S", "O", "O", "H", "H", "H", "H", "H", "H", "H", "H", "H", "H"],
  "coordinates": [[-5.5668, 0.4083, 2.1480], [-5.1735, -0.3346, 0.8615], [-5.8217, -1.7210, 0.9320], [-5.7941, 0.4137, -0.3265], [-3.6206, -0.4091, 0.6765], [-2.9001, -1.6209, 0.6647], [-1.5485, -1.6813, 0.3939], [-0.7843, -0.5089, -0.0171], [0.3536, -0.6246, -0.5584], [-1.5014, 0.7466, 0.2187], [-2.8602, 0.7634, 0.4834], [-5.1861, 1.4335, 2.1716], [-6.6617, 0.4591, 2.2194], [-5.2083, -0.1255, 3.0349], [-5.5873, -2.3207, 0.0468], [-5.5136, -2.2607, 1.8337], [-6.9134, -1.6070, 0.9763], [-5.5408, -0.0838, -1.2688], [-6.8867, 0.4178, -0.2356], [-5.4573, 1.4532, -0.3743], [-3.4066, -2.5647, 0.8624], [-0.9936, -2.6225, 0.3909], [-0.9274, 1.6719, 0.1071], [-3.3701, 1.7290, 0.5345], [5.2333, -0.9940, 3.3867], [4.6425, 0.0268, 2.6358], [4.6612, -0.0746, 1.2506], [5.2286, -1.1726, 0.6287], [5.8415, -2.1822, 1.3612], [5.8423, -2.0831, 2.7512], [4.9925, -1.2747, -1.1486], [6.1387, -0.6842, -1.8015], [4.4861, -2.5742, -1.5132], [3.6477, -0.1033, -1.1665], [2.4693, -0.2578, -1.8121], [1.7224, 0.8540, -2.3367], [2.2025, 2.1774, -2.3136], [1.3320, 3.2290, -2.5915], [0.0031, 2.9713, -2.9504], [-0.4201, 1.6483, -3.1596], [0.4537, 0.6091, -2.8941], [3.8582, 1.1099, 0.1421], [2.5723, 1.5056, 0.6594], [4.8419, 2.0805, -0.2808], [5.2052, -0.9403, 4.4751], [4.1514, 0.8824, 3.0955], [6.2869, -3.0223, 0.8357], [6.3069, -2.8724, 3.3383], [2.1706, -1.2752, -2.0512], [3.2662, 2.3635, -2.1470], [1.7067, 4.2495, -2.4973], [-0.6989, 3.7960, -3.0775], [-1.4356, 1.4182, -3.4944], [0.1614, -0.4215, -3.0997]],
  "mulliken_charge": [-1.6421, 2.1958, -2.1536, -1.6790, 0.2445, 0.4015, -1.3674, -0.3811, -0.3864, -0.6470, -0.2925, 0.3150, 0.4255, 0.3784, 0.4195, 0.4014, 0.4501, 0.3669, 0.4473, 0.3286, 0.2823, 0.3330, 0.4467, 0.2201, -0.5602, -0.7723, 0.3649, 0.2893, -0.6964, -0.4789, 1.2432, -0.6488, -0.6824, -0.6338, -0.2057, 1.2942, -0.3084, -0.6171, -0.4882, -0.3776, -0.6519, 1.1822, -0.5293, -0.6425, 0.3725, 0.4511, 0.4288, 0.3679, 0.3341, 0.4943, 0.3793, 0.3591, 0.3710, 0.2542],
  "homo_lumo_gap_ev": 5.28,
  "e_tot_ev": -57167.789,
  "e_above_lowest_kcal_mol": 1.6,
  "lumo_energy_ev": 2.10,
  "homo_energy_ev": -3.2,
  "charge": -1
}